This record from OMol25 describes a 16-piece molecular cluster, C84H212N16O21 overall at a distorted geometry. The level of theory is wB97M-V/def2-TZVPD.

Positions of all 333 atoms, in Å:
1 N -16.5727 13.0476 11.4479
2 H -5.0112 14.6011 13.5828
3 H -14.9923 22.2169 14.8020
4 C -16.6729 4.6911 9.0367
5 N -11.5790 14.0955 4.3213
6 H -18.6280 11.6178 12.1245
7 H -17.6937 15.9370 2.7809
8 H -14.6664 16.0531 12.3881
9 C -17.9567 11.9343 4.5749
10 H -18.2188 12.8080 5.1716
11 H -10.7663 13.3573 8.3313
12 H -15.9398 3.8864 9.0936
13 H -14.1609 12.3677 9.4765
14 O -11.5023 13.6810 14.7966
15 H -13.8301 12.6304 4.8501
16 H -11.0098 16.7203 3.6890
17 H -13.9950 23.6014 7.4471
18 C -16.7642 11.6845 10.9780
19 O -9.9396 8.9669 12.1619
20 H -17.2831 14.9955 12.2180
21 C -20.2003 16.3566 7.1218
22 H -16.7965 5.6811 5.7066
23 H -15.4187 8.0837 5.4748
24 H -19.2597 17.9999 11.8233
25 H -11.3720 15.9295 8.0406
26 H -14.4691 8.5217 9.5254
27 H -6.2891 8.1811 6.2981
28 H -13.1720 15.7802 11.6204
29 H -3.9504 6.0246 4.5780
30 H -8.4059 11.0983 10.9730
31 O -5.1581 13.9659 11.5475
32 H -19.5076 14.7090 8.7289
33 C -17.3551 16.6949 10.2214
34 H -8.1591 7.7133 4.7626
35 H -14.1851 14.5279 5.6508
36 H -14.3029 4.6938 6.3690
37 H -9.6704 7.4751 10.7989
38 C -10.1379 18.6252 14.4426
39 H -10.9870 20.6893 8.5593
40 H -6.1256 7.0050 4.2650
41 H -14.0135 16.4034 3.3067
42 O -15.9476 12.1524 8.8371
43 H -11.8778 17.2627 15.7109
44 H -8.1662 8.1155 11.4471
45 C -6.0044 15.0962 11.2152
46 H -4.0621 13.3005 13.0038
47 H -11.6997 8.2428 11.1385
48 C -13.5958 16.0354 12.5917
49 C -8.0650 7.3747 5.7944
50 H -17.9349 12.4246 9.3405
51 H -12.1299 13.5390 1.5330
52 H -10.9477 11.2742 2.6628
53 O -14.3423 4.5577 7.3185
54 C -5.9854 6.4610 5.1990
55 C -17.1361 11.6926 9.4591
56 C -13.8765 14.3233 2.5856
57 C -15.1993 8.4894 4.4872
58 C -11.7052 14.7866 13.8968
59 H -13.7976 14.1737 13.6845
60 O -18.3906 15.9446 4.7069
61 H -10.3387 17.7571 13.8147
62 C -13.8308 8.6980 2.5535
63 O -10.8306 13.9157 5.4757
64 H -16.0946 8.4044 3.8713
65 H -12.9067 18.4731 16.1740
66 H -2.1308 5.2813 6.0721
67 H -20.9892 15.8963 7.7166
68 H -4.1352 7.2685 5.8771
69 H -16.8238 17.4488 10.8024
70 H -14.7222 15.9027 14.7486
71 H -16.2622 8.9497 -1.9577
72 O -9.1894 20.1155 9.0211
73 C -13.2527 20.0803 11.7957
74 H -12.1206 8.4827 13.6311
75 H -17.9676 14.9048 8.4186
76 H -13.3931 17.0937 12.7560
77 H -14.8105 16.8626 9.7373
78 C -10.7685 12.1909 3.2248
79 C -12.2928 9.2438 12.8701
80 H -16.4222 7.1716 10.1221
81 H -15.1767 12.6814 7.1050
82 H -18.1707 5.0126 6.5793
83 C -4.4997 6.3253 5.4701
84 H -18.7366 11.1775 4.6595
85 N -13.4808 12.4140 10.2218
86 H -11.1475 15.6543 14.2493
87 H -6.5716 14.5269 6.0308
88 H -14.5276 8.2462 1.8475
89 H -4.7385 15.3872 7.6460
90 H -17.4033 10.6873 9.1332
91 H -9.7508 11.7121 11.9152
92 H -14.4752 23.7792 8.9914
93 H -12.7049 8.9064 0.0405
94 H -13.4320 16.4628 15.3464
95 H -8.7997 18.4506 10.1987
96 C -17.7302 11.0303 11.9328
97 H -14.0056 9.7724 2.6100
98 C -13.9602 19.1585 6.4557
99 O -17.7895 12.3211 3.1957
100 H -7.6089 15.4630 9.8752
101 O -14.3778 22.0397 12.8606
102 C -15.9776 9.9867 -2.1362
103 H -16.9651 12.7218 7.1085
104 H -17.8436 17.0846 9.3283
105 H -16.0785 21.8878 8.7996
106 O -16.4371 15.6274 9.7594
107 H -12.0541 11.2691 12.7307
108 H -12.6719 6.2405 2.5137
109 C -13.6719 6.1250 9.8179
110 H -3.5699 14.9371 12.4958
111 H -11.4174 12.0695 10.2836
112 C -15.6766 9.7084 -4.5807
113 H -7.0578 15.0066 3.5697
114 H -11.4554 10.6862 8.0961
115 H -17.4111 11.1435 12.9689
116 H -10.1369 15.7510 9.2903
117 H -7.6954 9.7890 13.3374
118 O -11.7806 14.6220 9.6546
119 H -8.6009 14.0296 11.8574
120 H -17.5862 16.6847 6.4611
121 H -10.1768 12.8472 2.5866
122 C -17.3200 15.8267 3.7989
123 C -16.7856 10.8632 -1.1979
124 H -16.6859 5.0204 10.0757
125 H -13.5903 20.1805 6.5381
126 C -8.6934 11.8611 11.6966
127 H -14.9956 20.5980 2.6798
128 H -10.1788 11.8133 4.0601
129 O -9.5568 19.6250 13.6164
130 H -14.4147 9.4908 13.2380
131 H -14.2411 14.5320 1.5798
132 H -8.6062 15.7479 4.0935
133 C -14.1097 21.9152 14.2380
134 C -13.7616 9.2004 12.4150
135 H -15.3868 21.7575 7.2251
136 H -18.8777 15.2412 10.4392
137 C -15.5060 19.8458 8.3832
138 H -14.9355 10.0865 -1.8328
139 N -12.0476 10.5496 13.4395
140 H -11.9114 20.3343 17.0056
141 C -4.9155 16.4568 7.5329
142 H -20.4116 16.6412 11.8267
143 H -8.7192 11.0813 7.4582
144 C -12.3114 10.9840 8.7017
145 N -12.4892 6.7698 1.6731
146 C -14.9349 19.2263 5.2594
147 C -10.5589 19.8642 9.1285
148 H -13.0615 20.5045 9.8968
149 O -4.1729 5.2531 6.3477
150 H -12.5776 10.1744 9.3812
151 H -12.3378 6.2759 7.2475
152 H -13.2765 11.0964 4.1976
153 C -7.8559 14.9880 4.3119
154 C -12.0371 12.8804 3.6693
155 O -6.2419 16.8003 7.2887
156 H -9.8349 11.1767 6.1340
157 C -17.9708 15.7649 6.0205
158 H -11.6702 8.4469 2.7071
159 H -15.8647 11.1013 11.1751
160 H -12.9400 6.7795 10.2912
161 H -13.9741 19.2179 2.2088
162 H -15.5032 18.2962 5.2527
163 H -16.9556 12.5819 0.7331
164 C -16.3413 7.7544 9.2046
165 H -17.1670 15.0315 6.0837
166 C -17.1249 11.2555 2.4887
167 H -13.1785 11.0485 8.0445
168 H -14.8502 8.5931 7.8919
169 C -16.4266 5.6308 7.8528
170 H -6.3692 14.6265 9.0666
171 H -12.7008 19.6243 12.6176
172 H -9.3599 18.3344 15.1484
173 C -16.0824 12.1646 7.4223
174 H -15.6055 16.5265 8.1438
175 H -6.6291 15.4379 12.0405
176 O -8.2589 9.7416 5.8562
177 H -16.6560 11.9271 -1.3963
178 N -14.4839 18.9374 7.7839
179 C -14.9520 7.9279 8.7493
180 H -18.0032 9.9898 11.7573
181 H -8.2581 11.7968 5.9675
182 C -13.4310 15.3134 5.7001
183 H -16.7203 13.6290 10.6353
184 H -15.1718 9.5651 4.6612
185 C -11.9587 8.9033 0.8351
186 H -17.0588 11.5002 5.0147
187 C -2.8523 5.2409 6.8881
188 C -11.0618 19.8257 16.5499
189 H -10.3235 20.5827 16.2851
190 H -9.1497 8.9999 10.1850
191 C -12.8973 7.1283 7.6327
192 H -8.6370 18.3936 12.3083
193 C -11.3971 19.1488 15.2241
194 H -13.1568 7.8333 6.8429
195 H -17.3689 7.5743 7.2783
196 H -16.5421 19.6413 8.1137
197 H -17.8391 10.6677 -1.3981
198 C -14.7166 19.5729 2.9234
199 C -17.0821 5.0649 6.5592
200 H -20.0583 17.5152 10.3721
201 N -13.8063 15.5807 15.0271
202 H -15.5703 13.1354 11.5346
203 H -14.6929 13.8669 3.1453
204 H -15.6245 20.0699 5.2902
205 H -10.9146 20.8548 11.0072
206 H -4.2468 16.8171 6.7512
207 C -15.2884 21.3829 8.2439
208 H -18.8280 15.0663 12.6595
209 H -7.5722 17.4230 5.8796
210 C -19.2004 15.2189 6.7698
211 C -11.2106 15.8086 9.1118
212 H -20.6005 16.9118 6.2734
213 H -19.6788 14.5487 6.0557
214 C -11.7585 13.5304 8.7481
215 H -12.6225 16.0133 2.3576
216 H -13.9577 20.8978 14.5983
217 H -16.6090 4.1036 6.3585
218 H -8.2936 13.9907 4.2681
219 O -14.1280 19.2992 4.1656
220 N -18.8142 14.5278 8.0172
221 C -11.5057 16.5310 4.6410
222 H -6.6746 13.0034 10.8479
223 H -10.8465 18.9614 8.5897
224 N -6.6710 7.2523 6.1902
225 H -19.7350 17.0945 7.7753
226 C -18.4845 16.0907 10.9976
227 H -17.6856 4.3041 8.9237
228 C -12.1736 12.2795 9.5272
229 H -8.4731 18.2686 8.5593
230 H -11.5234 6.6000 1.4310
231 C -6.8987 14.6488 10.0191
232 H -2.7705 6.1918 7.4146
233 C -6.7586 16.6999 5.9385
234 H -12.4326 11.8282 5.5378
235 H -2.6398 4.4150 7.5669
236 H -8.3357 14.6800 7.4549
237 N -8.5405 15.1452 6.5821
238 H -8.6375 6.4476 5.8224
239 H -12.3382 21.8571 12.4337
240 C -10.1123 13.2668 14.7950
241 H -9.9345 14.2027 5.2853
242 C -11.2852 9.0614 11.7269
243 C -9.1581 8.3922 11.0898
244 C -8.3644 19.1852 13.0063
245 C -8.5825 13.2718 11.0741
246 H -14.6080 15.3710 8.8950
247 H -14.4918 6.0511 10.5323
248 H -7.6047 18.9275 13.7442
249 H -12.1675 7.5931 8.2955
250 H -11.6212 9.8779 1.1877
251 H -16.7371 9.6716 0.3981
252 H -10.7278 19.1194 17.3100
253 N -12.6416 19.7843 10.4670
254 C -17.1389 6.9744 8.1588
255 H -9.8150 8.4789 6.4871
256 C -13.2271 15.0980 13.7752
257 C -7.9936 10.7650 13.7204
258 H -13.4189 13.3547 10.5843
259 H -10.9036 16.3763 5.5363
260 H -10.1816 12.5491 13.9775
261 N -14.9473 5.7998 7.6542
262 O -16.2297 10.4229 -3.4513
263 N -12.3531 18.1032 15.4146
264 H -7.2979 19.1240 9.3440
265 C -4.4184 14.2913 12.7222
266 H -4.6001 17.0047 8.4207
267 C -14.1243 6.6623 8.4715
268 C -17.2680 11.5669 0.9787
269 H -13.0668 18.5936 6.1898
270 C -12.7913 13.2021 2.3311
271 H -14.0219 16.2254 5.7850
272 H -13.2815 22.5832 14.4744
273 H -14.0192 8.2355 11.9782
274 H -12.6664 23.5253 8.6292
275 H -15.5391 19.5765 9.4389
276 C -13.2378 15.6481 3.1798
277 C -8.3813 19.0044 9.3583
278 C -11.1791 19.9075 10.5374
279 H -13.9561 9.9155 11.6158
280 H -13.7766 18.5611 8.3989
281 H -10.7650 19.0454 11.0603
282 H -5.3859 15.9104 10.8375
283 O -7.9802 11.8767 12.8854
284 H -18.1144 6.7860 8.6071
285 H -18.3270 11.3779 0.8029
286 H -9.4181 13.5093 10.4156
287 C -8.7277 8.5391 6.5352
288 C -19.5999 17.1193 11.2784
289 H -9.3380 13.9452 14.4368
290 H -11.2607 9.8843 11.0125
291 C -8.7987 10.9447 6.3797
292 H -16.7479 8.7421 9.4221
293 C -13.7026 23.2478 8.4358
294 N -7.4207 13.3343 10.2530
295 H -8.8789 16.0461 6.8885
296 H -15.6758 10.2396 -5.5325
297 H -11.0868 10.5748 13.7499
298 N -18.0595 15.6320 12.3284
299 H -8.0448 19.9714 12.3222
300 H -12.4704 13.8479 7.9862
301 H -13.2039 12.2845 1.9118
302 H -11.8320 19.8966 14.5610
303 O -13.9772 8.1088 3.8486
304 H -14.3072 19.8152 11.8730
305 C -7.3248 15.2670 5.7604
306 C -13.3217 21.5864 12.0495
307 C -12.9406 12.0522 4.5998
308 H -6.4765 5.4954 5.0781
309 H -7.3815 10.9295 14.6072
310 H -16.4914 16.5273 3.9020
311 H -11.9304 17.5287 4.7520
312 H -16.2799 8.8202 -4.7687
313 H -11.5753 16.7321 9.5615
314 H -16.0796 11.0646 2.7314
315 H -17.6038 10.2889 2.6448
316 H -5.9578 16.9909 5.2587
317 H -11.3155 14.5910 12.8978
318 H -9.7492 12.6401 15.6096
319 H -14.6882 9.3158 -4.3423
320 H -16.1744 11.1817 6.9602
321 H -11.0738 8.5154 0.3306
322 C -15.3485 16.1360 9.1285
323 H -12.9479 15.1082 6.6554
324 C -12.4689 8.1660 2.0205
325 H -8.4522 8.7240 7.5734
326 H -8.9195 10.5680 14.2607
327 O -13.9329 21.8091 8.6544
328 H -16.8171 14.8611 3.8515
329 H -15.5986 18.9826 2.6745
330 H -13.3779 22.0921 11.0856
331 C -12.4114 15.3128 4.4837
332 N -16.4721 10.6175 0.1634
333 H -13.1063 5.2040 9.6765

Summary:
2S+1	1
E_tot	-157366.182	eV

Löwdin atomic charge list, values in e, 99 entries: atom 1 (N): 0.07, atom 2 (H): 0.09, atom 3 (H): 0.09, atom 4 (C): -0.04, atom 5 (N): -0.10, atom 6 (H): 0.07, atom 7 (H): 0.10, atom 8 (H): 0.06, atom 9 (C): -0.08, atom 10 (H): 0.07, atom 11 (H): 0.12, atom 12 (H): 0.08, atom 13 (H): 0.03, atom 14 (O): -0.17, atom 15 (H): 0.06, atom 16 (H): 0.08, atom 17 (H): 0.08, atom 18 (C): -0.41, atom 19 (O): -0.20, atom 20 (H): 0.02, atom 21 (C): -0.05, atom 22 (H): 0.07, atom 23 (H): 0.07, atom 24 (H): 0.08, atom 25 (H): 0.07, atom 26 (H): 0.10, atom 27 (H): 0.11, atom 28 (H): 0.05, atom 29 (H): 0.12, atom 30 (H): 0.12, atom 31 (O): -0.20, atom 32 (H): 0.05, atom 33 (C): -0.14, atom 34 (H): 0.11, atom 35 (H): 0.05, atom 36 (H): 0.10, atom 37 (H): 0.08, atom 38 (C): -0.17, atom 39 (H): 0.12, atom 40 (H): 0.11, atom 41 (H): 0.10, atom 42 (O): -0.23, atom 43 (H): 0.07, atom 44 (H): 0.09, atom 45 (C): -0.18, atom 46 (H): 0.09, atom 47 (H): 0.09, atom 48 (C): -0.05, atom 49 (C): -0.21, atom 50 (H): 0.11, atom 51 (H): 0.11, atom 52 (H): 0.06, atom 53 (O): -0.01, atom 54 (C): -0.22, atom 55 (C): -0.15, atom 56 (C): -0.15, atom 57 (C): -0.10, atom 58 (C): -0.17, atom 59 (H): 0.13, atom 60 (O): -0.16, atom 61 (H): 0.11, atom 62 (C): -0.17, atom 63 (O): -0.04, atom 64 (H): 0.08, atom 65 (H): 0.08, atom 66 (H): 0.08, atom 67 (H): 0.07, atom 68 (H): 0.12, atom 69 (H): 0.13, atom 70 (H): 0.06, atom 71 (H): 0.12, atom 72 (O): -0.16, atom 73 (C): -0.18, atom 74 (H): 0.14, atom 75 (H): 0.04, atom 76 (H): 0.06, atom 77 (H): 0.08, atom 78 (C): -0.03, atom 79 (C): -0.39, atom 80 (H): 0.11, atom 81 (H): 0.08, atom 82 (H): 0.09, atom 83 (C): -0.21, atom 84 (H): 0.09, atom 85 (N): 0.09, atom 86 (H): 0.09, atom 87 (H): 0.14, atom 88 (H): 0.12, atom 89 (H): 0.08, atom 90 (H): 0.11, atom 91 (H): 0.09, atom 92 (H): 0.08, atom 93 (H): 0.08, atom 94 (H): 0.00, atom 95 (H): 0.06, atom 96 (C): -0.08, atom 97 (H): 0.10, atom 98 (C): -0.19, atom 99 (O): -0.18

=====

This record from OMol25 describes one molecule with the formula C7H13O6PS at a distorted geometry. The level of theory is wB97M-V/def2-TZVPD.

Positions of all 28 atoms, in Å:
1 H 4.2077 1.4963 1.7252
2 H 1.7762 1.3504 -2.2441
3 P 1.9930 0.0018 0.2980
4 O 2.1351 1.5100 0.9965
5 O 0.6203 0.0318 -0.4282
6 H -1.1501 1.6799 0.5973
7 C -0.2239 -2.5567 -0.7013
8 H 0.2842 -3.1068 0.1270
9 S 2.2469 -1.5533 1.4899
10 C -0.7173 -0.2923 -0.0805
11 C 3.1180 1.7646 1.9814
12 O -3.3566 -0.6215 -0.1546
13 O -3.6913 1.4184 0.7000
14 O -1.0418 -1.5087 -0.1766
15 H -5.4306 0.0197 -0.4607
16 H 3.1041 2.8964 2.2138
17 C -4.7541 -0.8370 -0.0852
18 C -1.4867 0.7783 0.1878
19 H 0.6376 -2.2854 -1.4108
20 O 2.9480 0.1900 -0.9770
21 H 3.5597 0.7005 -2.6880
22 C 2.8350 1.2073 -1.9658
23 C -2.9698 0.5565 0.2932
24 H -5.1039 -1.0235 0.9781
25 H -0.7309 -3.3180 -1.2666
26 H -4.8937 -1.8507 -0.5773
27 H 3.3049 2.1113 -1.3709
28 H 2.7803 1.2404 2.9995

Summary:
structure (SMILES)	COC(=O)/C=C(\OC)OP(=S)(OC)OC
2S+1	1
energy relative to the best compared isomer or geometry (same formula, charge and spin)	0.0	kJ/mol

natural (NBO) atomic charges, in units of e: atom 1 (H): 0.19, atom 2 (H): 0.20, atom 3 (P): 2.08, atom 4 (O): -0.82, atom 5 (O): -0.86, atom 6 (H): 0.25, atom 7 (C): -0.28, atom 8 (H): 0.22, atom 9 (S): -0.59, atom 10 (C): 0.70, atom 11 (C): -0.28, atom 12 (O): -0.50, atom 13 (O): -0.61, atom 14 (O): -0.45, atom 15 (H): 0.21, atom 16 (H): 0.20, atom 17 (C): -0.29, atom 18 (C): -0.47, atom 19 (H): 0.20, atom 20 (O): -0.84, atom 21 (H): 0.22, atom 22 (C): -0.26, atom 23 (C): 0.77, atom 24 (H): 0.19, atom 25 (H): 0.20, atom 26 (H): 0.20, atom 27 (H): 0.20, atom 28 (H): 0.20

=====

Molecular weight (g/mol)
1782.7; 256.2